ORCA calculation (ωB97M-V/def2-TZVPD) on a molecular structure, C19H14IrNO4S2Te4.

```
45
Properties=species:S:1:pos:R:3:forces:R:3:lowdin_spin:R:1
Ir -1.547546 1.986132 0.361163 1.00 -0.67 0.90 0.034
Te -3.897990 1.713570 1.318599 -0.24 0.60 -0.50 0.037
Te -3.501681 0.880015 3.791645 0.36 -0.22 0.60 0.127
Te -1.494873 2.567263 4.462704 -0.32 -0.13 0.38 0.395
Te -1.045645 3.732534 2.164339 -0.43 0.04 -0.57 0.397
O -0.734726 0.615190 1.665480 0.02 -0.28 -0.01 0.001
S -0.011800 -0.576166 0.958838 0.07 0.27 0.01 -0.001
C -0.698120 -2.041805 1.641956 0.04 0.02 0.13 0.000
C -0.893510 -2.193296 3.011686 0.12 0.05 -0.07 0.001
C -1.423954 -3.381771 3.470109 0.00 0.00 -0.04 0.000
C -1.735910 -4.397613 2.570113 0.00 -0.01 0.01 0.000
C -1.529886 -4.232283 1.211478 -0.02 -0.02 -0.03 0.000
C -1.013156 -3.036825 0.730803 -0.10 0.01 0.02 0.000
C 1.614068 -0.529523 1.676089 -0.02 -0.12 0.07 0.000
C 2.481806 -1.563382 1.346329 0.03 0.12 0.07 0.000
C 3.765344 -1.536885 1.861841 -0.01 -0.01 -0.02 0.000
C 4.166822 -0.489420 2.682414 -0.01 -0.06 -0.04 0.000
C 3.292821 0.540977 2.982344 -0.01 0.03 0.01 0.000
C 2.000684 0.532277 2.476079 -0.10 0.00 -0.07 0.001
H -0.621639 -1.396610 3.691857 -0.01 0.02 0.01 0.000
H -1.587111 -3.529683 4.526365 -0.01 0.00 0.09 0.000
H -2.145375 -5.326658 2.939363 -0.02 -0.05 0.02 0.000
H -1.779179 -5.024795 0.521771 -0.02 -0.04 -0.03 0.000
H -0.872227 -2.871159 -0.329415 0.03 0.00 -0.05 0.000
H 2.167046 -2.369574 0.698175 -0.04 -0.06 -0.03 0.000
H 4.454741 -2.331834 1.616556 0.03 -0.02 0.00 0.000
H 5.170063 -0.477174 3.080670 0.07 0.01 0.03 0.000
H 3.615153 1.359254 3.609555 0.01 0.04 0.03 0.000
H 1.308788 1.337358 2.686754 0.00 -0.05 0.02 0.003
O -0.280375 -0.882967 -2.595452 0.08 0.08 -0.07 0.000
S 0.260401 0.430518 -2.429470 -0.08 -0.07 0.28 0.000
O 1.605962 0.594321 -1.973682 -0.04 -0.06 -0.17 0.000
N -0.738205 1.312377 -1.421846 -0.35 0.41 -0.48 0.002
C -1.289304 2.364718 -2.050144 -0.22 0.17 -0.06 0.000
O -2.022518 3.099666 -1.320826 0.03 0.20 -0.46 0.000
C -0.961313 2.497933 -3.471597 0.08 -0.17 0.08 0.000
C -1.382402 3.430489 -4.404796 0.09 -0.09 0.03 0.000
C -0.917822 3.286083 -5.705476 -0.02 0.01 0.05 0.000
C -0.064828 2.243841 -6.053096 -0.02 0.01 -0.04 0.000
C 0.362118 1.308290 -5.116133 -0.06 0.14 0.07 0.000
C -0.101773 1.463676 -3.829035 0.05 -0.04 -0.10 0.000
H -2.044626 4.236477 -4.126297 -0.05 0.03 0.03 0.000
H -1.224233 3.992412 -6.462541 -0.02 0.03 -0.03 0.000
H 0.268600 2.159040 -7.077283 0.04 -0.01 -0.03 0.000
H 1.027310 0.505016 -5.387985 0.06 -0.10 -0.02 0.000
```
Positions in Å, forces in eV/Å.

HOMO level (alpha / beta) = -0.37779 / -0.37197 Ha
Kohn-Sham gap (alpha / beta) = 5.60 / 4.75 eV
lowest unoccupied orbital energy (alpha / beta) = -4.7 / -5.4 eV
net charge = +1
calculated total energy = -83286.045 eV
molar mass = 1087.08 g mol⁻¹
multiplicity = 2